Here is the molecule C2H5PSi in a non-equilibrium geometry from OMol25. Energies are from the ωB97M-V functional and the def2-TZVPD basis.

Structure (XYZ):
```
9
Properties=species:S:1:pos:R:3:mulliken_charge:R:1
C 0.57903 0.35535 -0.46875 -0.377
C -0.79596 -0.18214 -0.33248 -0.437
Si 0.27811 -0.11018 1.31915 0.256
P 0.40774 -1.31968 -1.01666 -0.232
H 0.81523 1.16484 -1.00615 0.519
H -1.71568 0.25215 -0.63918 0.392
H 1.18089 -1.27765 1.58885 -0.054
H 0.21898 0.94761 2.40041 -0.089
H 0.33874 -0.87324 -2.44713 0.022
```

Its calculated total energy is -709.9211 Eh. As for the LUMO energy: 0.6 eV. The charge is 0. As for the spin multiplicity: 1. For the HOMO-LUMO gap, the calculation gives 0.3509 Ha. As for the strongest force on any atom: 3.53 eV/Å.

Here is an isolated ion of composition C6H9N2O2 and charge +1 from OMol25. Energies are from the ωB97M-V functional and the def2-TZVPD basis.

Structure (XYZ):
```
19
Properties=species:S:1:pos:R:3:mulliken_charge:R:1
C 2.39647 0.26165 0.90519 -0.596
O 2.04035 -0.90245 0.18675 -0.306
C 1.18744 -0.70791 -0.89977 -0.819
C -0.21405 -0.32857 -0.46299 0.859
C -1.08983 -1.31208 -0.00472 -0.566
C -2.32445 -0.91964 0.38083 -0.360
C -2.65455 0.42342 0.26558 -0.249
N -1.84902 1.35528 -0.18146 -0.982
N -0.64631 0.92085 -0.50877 1.048
O 0.17718 1.87098 -1.03541 -0.387
H 1.53215 0.78636 1.30896 0.239
H 2.98396 -0.06138 1.75145 0.272
H 3.00936 0.93709 0.31487 0.301
H 1.57911 -0.02950 -1.65094 0.408
H 1.08938 -1.68213 -1.36226 0.424
H -0.76920 -2.33500 0.05580 0.465
H -3.05499 -1.60548 0.76850 0.416
H -3.64042 0.75072 0.54369 0.448
H 0.24741 2.57779 -0.37527 0.387
```

Its calculated total energy is -493.6647 Eh. As for the LUMO energy: -5.2 eV. The charge is +1. The SMILES is COCc1cccn[n+]1O. As for the spin multiplicity: 1. For the HOMO-LUMO gap, the calculation gives 0.3359 Ha. As for the strongest force on any atom: 0.88 eV/Å.

Here is C3H7NO3 as an isolated structure in a non-equilibrium geometry from OMol25. Energies are from the ωB97M-V functional and the def2-TZVPD basis.

Structure (XYZ):
```
14
Properties=species:S:1:pos:R:3:mulliken_charge:R:1
C -0.85625 0.06197 -0.41667 0.205
C -1.05732 -0.87103 0.76002 -1.150
N 0.48642 0.01451 -1.02553 -0.555
C 1.98403 0.23847 0.25564 0.776
O 1.55406 1.03879 1.03684 -0.575
O -0.84748 1.46258 -0.11277 -0.640
O 2.86750 -0.41967 -0.14095 -0.465
H -0.09860 1.55068 0.56596 0.444
H 0.30364 1.11654 -1.30327 0.374
H 0.64600 -0.80882 -1.59343 0.243
H -1.64346 -0.07359 -1.16939 0.398
H -2.02677 -0.67442 1.21419 0.337
H -1.02503 -1.90343 0.41452 0.332
H -0.28676 -0.73258 1.51484 0.277
```

Its calculated total energy is -398.9673 Eh. As for the LUMO energy: 0.7 eV. The charge is 0. As for the spin multiplicity: 1. For the HOMO-LUMO gap, the calculation gives 0.4081 Ha. As for the strongest force on any atom: 3.75 eV/Å.

Here is a 2-piece molecular cluster, FH3N2OS overall in a non-equilibrium geometry from OMol25. Energies are from the ωB97M-V functional and the def2-TZVPD basis.

Structure (XYZ):
```
8
Properties=species:S:1:pos:R:3:mulliken_charge:R:1
N -1.08716 -0.15763 -0.08785 -0.672
N 1.01578 0.26301 -0.62781 0.177
O 1.61978 -0.05416 0.43888 -0.069
F 0.78313 1.53400 -0.59844 -0.085
S 2.06007 -1.67086 0.68388 -0.151
H -1.59011 0.35816 -0.77303 0.251
H -0.90730 0.54120 0.69356 0.296
H -1.89418 -0.81372 0.27080 0.253
```

Its calculated total energy is -684.3747 Eh. As for the LUMO energy (alpha / beta): -1.5 / -0.4 eV. The charge is 0. As for the spin multiplicity: 1. For the HOMO-LUMO gap (alpha / beta), the calculation gives 0.2613 / 0.3173 Ha. As for the strongest force on any atom: 4.22 eV/Å.